# 1
Computed, not measured: one molecule with the formula C6H7N in a non-equilibrium geometry, with the ωB97M-V functional and the def2-TZVPD basis.

Each line ends with the Mulliken spin population.
Cartesian coordinates (Å):
C (0.196, 1.471, 0.247)  0.48
C (0.664, -0.768, 0.418)  0.59
C (-0.318, 0.149, 0.315)  -0.20
C (2.108, 0.060, 0.372)  0.80
C (1.821, -1.312, -0.277)  0.08
C (-1.776, -0.368, 0.115)  0.03
N (1.542, 1.340, 0.067)  0.14
H (-0.219, 2.440, 0.087)  0.03
H (2.212, -2.258, 0.137)  0.03
H (1.534, -1.365, -1.349)  0.06
H (-2.362, 0.571, 0.203)  0.01
H (-1.945, -1.043, -0.728)  0.00
H (-1.950, -1.020, 0.909)  -0.02
H (2.089, 2.193, -0.074)  -0.03

Forces on atoms 1 to 2 (eV/Å):
-1.0029 -2.4784 -0.4651
2.5238 0.1656 1.5409

LUMO level (alpha / beta) (eV): 1.0437 / -1.3324
Spin multiplicity: 3
Frontier orbital gap (alpha / beta) (eV): 6.845 / 6.879


# 2
Computed, not measured: C6H7N as an isolated structure in a non-equilibrium geometry, with the ωB97M-V functional and the def2-TZVPD basis.

Each line ends with the Mulliken spin population.
Cartesian coordinates (Å):
C (1.758, -0.491, 1.004)  0.80
C (0.434, 1.273, -0.491)  0.07
C (0.617, -1.241, 0.937)  0.93
C (-0.542, 0.392, -0.416)  0.11
C (1.482, -0.010, -0.374)  0.02
C (-2.100, 0.371, -0.371)  0.00
N (0.200, -0.844, -0.364)  0.06
H (2.706, -0.555, 1.581)  -0.01
H (0.544, 2.389, -0.747)  0.01
H (0.126, -2.104, 1.577)  -0.02
H (2.109, -0.273, -1.172)  0.02
H (-2.459, 0.482, 0.647)  0.00
H (-2.467, -0.556, -0.874)  0.00
H (-2.407, 1.167, -0.937)  0.01

Forces on atoms 1 to 2 (eV/Å):
6.4810 3.7394 0.6247
2.7678 0.6202 -0.7846

LUMO level (alpha / beta) (eV): 1.2251 / -1.7502
Spin multiplicity: 3
Frontier orbital gap (alpha / beta) (eV): 6.373 / 7.411


# 3
Computed, not measured: C6H7N2NiO11P2 as an isolated structure, with the ωB97M-V functional and the def2-TZVPD basis.

Each line ends with the Mulliken spin population.
Cartesian coordinates (Å):
Ni (-1.460, 0.055, -0.628)  1.80
C (1.768, -2.048, -0.729)  0.00
C (1.696, -0.564, -0.646)  0.00
N (0.606, 0.179, -0.689)  0.04
C (0.997, 1.490, -0.642)  0.00
C (2.352, 1.556, -0.565)  0.00
N (2.770, 0.247, -0.563)  0.00
C (3.354, 2.647, -0.511)  0.00
O (2.897, 3.873, -0.555)  0.00
O (4.532, 2.360, -0.438)  0.00
C (-0.067, 2.527, -0.718)  0.00
O (0.275, 3.724, -0.713)  0.00
O (-1.238, 2.063, -0.802)  0.04
H (0.766, -2.443, -0.870)  0.00
H (2.176, -2.470, 0.190)  0.00
H (2.402, -2.348, -1.566)  0.00
H (3.741, -0.017, -0.521)  0.00
H (1.876, 3.893, -0.645)  0.00
O (-4.699, -1.349, 0.743)  0.00
P (-3.759, -0.060, 0.822)  0.00
O (-4.186, 0.918, 1.826)  0.00
O (-3.435, 0.271, -0.619)  0.05
O (-2.254, -0.678, 1.332)  0.04
P (-1.694, -2.183, 0.903)  -0.01
O (-0.243, -2.131, 1.621)  0.00
O (-2.490, -3.281, 1.465)  0.00
O (-1.439, -1.981, -0.580)  0.04
H (-4.920, -1.679, 1.622)  0.00
H (-0.324, -2.571, 2.474)  0.00

Forces on atoms 1 to 2 (eV/Å):
0.1187 0.3062 -0.2321
0.0559 0.0547 0.0057

LUMO level (alpha / beta) (eV): 2.5396 / 2.3402
Spin multiplicity: 3
Frontier orbital gap (alpha / beta) (eV): 9.586 / 9.524
Total charge: -1


# 4
Computed, not measured: C6H7N2O4S as an isolated structure in a non-equilibrium geometry, with the ωB97M-V functional and the def2-TZVPD basis.

Each line ends with the Löwdin charge.
Cartesian coordinates (Å):
C (1.909, -0.056, 0.394)  -0.60
C (2.633, -0.599, -0.659)  -0.54
C (-1.330, 0.246, 0.662)  0.14
C (-2.232, 0.479, -0.275)  -0.42
C (-1.421, -0.309, 2.033)  -0.70
C (-1.914, 1.116, -1.594)  -0.05
N (1.235, 0.947, -0.206)  -0.19
N (3.672, -1.509, -0.827)  0.07
O (-2.640, -0.554, 2.228)  -0.04
O (-0.456, -0.464, 2.780)  -0.02
O (1.911, -0.408, 1.676)  0.05
O (-3.556, 0.166, -0.127)  0.00
S (1.912, 0.575, -1.781)  0.82
H (-0.852, 1.324, -1.660)  0.02
H (-2.217, 0.453, -2.404)  0.08
H (-2.480, 2.045, -1.686)  0.08
H (4.084, -1.744, 0.070)  0.09
H (4.370, -1.210, -1.499)  0.08
H (0.992, -0.302, 2.085)  0.06
H (-3.620, -0.196, 0.788)  0.07

Forces on atoms 1 to 2 (eV/Å):
-0.8430 0.8020 0.3949
0.9150 -0.2888 -1.2495

LUMO level (alpha / beta) (eV): 2.7552 / 2.7742
Frontier orbital gap (alpha / beta) (eV): 6.437 / 7.259
Total charge: -1


# 5
Computed, not measured: an isolated ion of composition C6H7N2OS2 and charge +1 in a non-equilibrium geometry, with the ωB97M-V functional and the def2-TZVPD basis.

Each line ends with the Löwdin charge.
Cartesian coordinates (Å):
C (-0.492, 1.863, 1.006)  -0.08
C (0.763, 1.871, 1.530)  -0.34
C (0.813, -2.064, -0.461)  -0.35
C (0.502, -3.582, -0.499)  -0.49
C (0.443, 0.422, -0.635)  -0.46
C (-2.120, 0.697, -0.487)  0.01
N (0.276, -0.904, -0.738)  0.08
N (-0.754, 0.995, -0.033)  -0.09
O (2.018, -2.006, 0.164)  0.02
S (1.073, -4.960, -0.839)  0.89
S (1.832, 0.962, 0.613)  1.11
H (-1.236, 2.439, 1.336)  0.10
H (1.180, 2.632, 2.196)  0.10
H (0.800, 0.838, -1.580)  0.15
H (-2.333, -0.298, -0.143)  0.09
H (-2.813, 1.417, -0.022)  0.11
H (-2.274, 0.767, -1.599)  0.13
H (2.323, -1.089, 0.191)  0.01

Forces on atoms 1 to 2 (eV/Å):
0.8506 -3.2889 -2.7901
1.3349 0.8730 -0.4194

LUMO level (alpha / beta) (eV): -4.3379 / -6.3652
Frontier orbital gap (alpha / beta) (eV): 8.667 / 4.778
Total charge: +1


# 6
Computed, not measured: one molecule with the formula C6H7N3O in a non-equilibrium geometry, with the ωB97M-V functional and the def2-TZVPD basis.

Each line ends with the Löwdin charge.
Cartesian coordinates (Å):
C (-2.961, -0.159, -0.458)  -0.13
C (-2.004, 0.406, 0.377)  -0.01
C (2.181, -0.272, -0.374)  0.00
C (1.343, -0.895, 0.463)  -0.10
C (1.814, 1.178, -0.512)  -0.32
C (0.180, -0.293, 0.922)  -0.09
N (-2.415, -1.253, -0.989)  -0.02
N (-1.252, -1.504, -0.556)  0.07
N (-1.041, -0.554, 0.350)  -0.15
O (0.669, 1.416, 0.189)  -0.13
H (-4.003, 0.083, -0.801)  0.12
H (-1.708, 1.158, 1.091)  0.12
H (3.078, -0.615, -0.805)  0.10
H (1.548, -1.901, 0.785)  0.12
H (2.598, 1.739, -0.119)  0.09
H (1.822, 1.500, -1.625)  0.15
H (0.149, -0.033, 2.061)  0.19

Forces on atoms 1 to 2 (eV/Å):
-0.9566 1.7887 0.1499
-0.5585 -1.7681 0.4321

LUMO level (eV): 0.1369
Frontier orbital gap (eV): 9.615


# 7
Computed, not measured: one molecule with the formula C6H7N3O in a non-equilibrium geometry, with the ωB97M-V functional and the def2-TZVPD basis.

Each line ends with the Löwdin charge.
Cartesian coordinates (Å):
C (-0.096, -2.097, 1.597)  -0.03
N (-0.796, -1.072, 0.692)  -0.10
N (-2.182, -1.317, 0.683)  0.00
O (-2.945, -0.441, 0.221)  -0.07
C (-0.105, -0.069, 0.044)  -0.27
C (-0.801, 0.933, -0.705)  0.00
C (-0.107, 1.897, -1.382)  -0.09
C (1.243, 1.799, -1.373)  -0.07
C (1.857, 0.784, -0.528)  -0.12
N (1.226, -0.121, 0.217)  0.11
H (-0.780, -2.897, 1.928)  0.07
H (0.318, -1.542, 2.496)  0.10
H (0.673, -2.678, 1.010)  0.09
H (-1.858, 0.971, -0.801)  0.08
H (-0.520, 2.750, -1.772)  0.09
H (1.927, 2.598, -1.712)  0.11
H (2.946, 0.502, -0.615)  0.12

Forces on atoms 1 to 2 (eV/Å):
0.5317 0.4752 -0.6988
-2.1430 -2.4257 1.4974

LUMO level (eV): -0.0038
Frontier orbital gap (eV): 8.778


# 8
Computed, not measured: C6H7N3O as an isolated structure in a non-equilibrium geometry, with the ωB97M-V functional and the def2-TZVPD basis.

Each line ends with the Löwdin charge.
Cartesian coordinates (Å):
C (1.981, 1.160, 0.879)  -0.04
C (2.166, -0.068, 0.036)  -0.54
C (-0.271, -0.454, -0.255)  -0.31
C (-1.901, 1.202, -0.493)  -0.17
C (-2.817, 0.371, 0.046)  -0.07
C (-2.425, -0.890, 0.493)  -0.08
H (3.159, 1.558, 1.379)  0.17
H (1.889, 2.011, 0.015)  0.13
H (1.312, 1.150, 1.772)  0.07
H (1.211, -1.378, -0.944)  0.04
H (-2.187, 2.220, -0.660)  0.11
H (-3.892, 0.833, 0.101)  0.14
H (-3.061, -1.624, 0.810)  0.07
N (1.075, -0.811, -0.303)  0.16
N (-0.643, 0.839, -0.570)  0.14
N (-1.110, -1.301, 0.377)  0.14
O (3.239, -0.474, -0.404)  0.04

Forces on atoms 1 to 2 (eV/Å):
4.1383 3.4427 -0.0935
1.7000 -0.6508 -0.1676

LUMO level (eV): 0.1979
Frontier orbital gap (eV): 10.093


# 9
Computed, not measured: one molecule with the formula C6H7N3O in a non-equilibrium geometry, with the ωB97M-V functional and the def2-TZVPD basis.

Each line ends with the Löwdin charge.
Cartesian coordinates (Å):
C (0.194, 0.645, -0.247)  -0.02
C (1.263, -0.426, 2.803)  0.05
C (-0.390, 0.020, -1.089)  -0.11
C (2.435, -0.454, 1.913)  -0.48
C (1.142, 1.291, 0.707)  -0.18
C (-1.307, -0.602, -1.966)  -0.13
N (0.393, -1.060, 3.244)  -0.10
N (-0.291, -1.477, 4.145)  0.09
N (2.385, 0.465, 0.889)  0.06
O (3.299, -1.293, 2.027)  0.09
H (1.418, 2.220, 0.184)  0.12
H (0.577, 1.315, 1.786)  0.15
H (-0.792, -1.275, -2.789)  0.13
H (-2.239, -0.994, -1.536)  0.09
H (-1.737, 0.108, -2.566)  0.03
H (-1.186, -1.725, 3.762)  0.06
H (3.215, 0.925, 0.556)  0.14

Forces on atoms 1 to 2 (eV/Å):
1.0569 -0.2231 0.4573
1.3133 1.0874 -1.8135

LUMO level (eV): -0.0072
Frontier orbital gap (eV): 8.795


# 10
Computed, not measured: one molecule with the formula C6H7N3O in a non-equilibrium geometry, with the ωB97M-V functional and the def2-TZVPD basis.

Each line ends with the Löwdin charge.
Cartesian coordinates (Å):
N (0.665, -0.513, 2.619)  0.16
C (1.452, -1.044, 1.713)  -0.60
O (2.344, -1.933, 2.028)  -0.06
N (1.358, -0.732, 0.385)  0.14
C (0.270, -0.116, -0.243)  -0.27
C (0.523, 0.303, -1.591)  0.04
C (-0.520, 0.928, -2.269)  -0.01
C (-1.691, 1.048, -1.571)  -0.14
C (-1.844, 0.723, -0.351)  -0.08
N (-0.833, 0.106, 0.448)  0.14
H (0.818, -0.746, 3.814)  0.26
H (-0.135, -0.179, 2.287)  -0.02
H (1.923, -1.452, -0.034)  0.15
H (1.320, 0.179, -1.867)  -0.03
H (-0.523, 1.148, -3.478)  0.18
H (-2.392, 1.459, -2.040)  0.04
H (-2.737, 0.820, 0.150)  0.09

Forces on atoms 1 to 2 (eV/Å):
3.4360 -1.4237 6.8230
3.9631 -4.5135 1.9930

LUMO level (eV): 0.3804
Frontier orbital gap (eV): 9.532


# 11
Computed, not measured: one molecule with the formula C6H7N3O2 in a non-equilibrium geometry, with the ωB97M-V functional and the def2-TZVPD basis.

Each line ends with the Löwdin charge.
Cartesian coordinates (Å):
O (2.829, 3.406, -0.613)  0.03
C (2.126, 2.513, -0.163)  -0.55
N (1.389, 1.706, -0.985)  0.20
C (0.650, 0.803, -0.424)  -0.27
C (0.540, 0.623, 1.003)  -0.14
C (1.336, 1.401, 1.836)  0.01
N (2.130, 2.329, 1.205)  0.12
C (-0.352, -0.454, 1.514)  -0.14
C (-0.841, -1.458, 0.445)  -0.18
O (-1.192, -0.722, -0.724)  -0.10
N (-0.025, -0.065, -1.260)  0.09
H (1.313, 1.267, 2.911)  0.14
H (2.641, 3.020, 1.718)  0.15
H (-1.257, 0.044, 1.867)  0.12
H (0.117, -0.999, 2.323)  0.12
H (-1.722, -1.999, 0.807)  0.13
H (-0.026, -2.175, 0.260)  0.13
H (-0.130, 0.285, -2.195)  0.15

Forces on atoms 1 to 2 (eV/Å):
-0.1622 -0.0486 0.2847
1.2109 1.2135 -1.4961

LUMO level (eV): 0.4030
Frontier orbital gap (eV): 9.142


# 12
Computed, not measured: a 2-piece molecular cluster, C6H7N3O2 overall in a non-equilibrium geometry, with the ωB97M-V functional and the def2-TZVPD basis.

Each line ends with the Löwdin charge.
Cartesian coordinates (Å):
H (1.829, -1.078, 0.226)  0.06
N (1.212, -1.303, -0.557)  0.11
C (0.002, -1.332, -0.186)  -0.19
C (-0.222, -0.853, 1.213)  -0.09
C (-0.609, 0.633, 1.040)  -0.27
C (-1.848, 1.313, 1.056)  -0.05
N (-1.526, 2.644, 0.727)  0.04
C (-0.250, 2.679, 0.493)  -0.22
N (0.393, 1.477, 0.684)  0.10
H (-0.722, -1.389, -0.910)  0.09
H (0.786, -0.823, 1.642)  0.11
H (-0.977, -1.335, 1.736)  0.09
H (-2.744, 0.878, 1.306)  0.07
H (0.241, 3.661, 0.338)  0.12
H (1.332, 1.101, 0.602)  0.15
O (1.965, -2.745, -3.039)  0.20
C (1.034, -2.082, -3.087)  -0.50
O (0.103, -1.446, -3.283)  0.19

Forces on atoms 1 to 2 (eV/Å):
0.0580 -0.4220 -0.2233
0.4059 -0.4123 -1.2827

LUMO level (eV): 0.6200
Frontier orbital gap (eV): 9.458